(1)
{"formula": "C39H39N10O5RhS2", "method": "wB97M-V/def2-TZVPD", "e_above_lowest_kcal_mol": 2.42, "e_tot_ha": -3340.1346, "orbital_gap_ha": 0.236, "symbols": ["Rh", "C", "C", "C", "C", "C", "C", "C", "N", "C", "N", "C", "C", "C", "C", "C", "C", "C", "N", "C", "C", "C", "C", "C", "C", "C", "H", "H", "H", "H", "H", "H", "H", "H", "H", "H", "H", "H", "H", "H", "H", "H", "H", "H", "H", "H", "H", "H", "O", "N", "O", "C", "C", "C", "C", "C", "C", "N", "C", "C", "N", "C", "C", "C", "C", "H", "H", "H", "H", "H", "H", "H", "O", "S", "O", "O", "S", "C", "C", "C", "C", "N", "C", "N", "N", "N", "H", "H", "H", "H", "H", "H", "H", "H", "H", "H"], "positions_angstrom": [[-0.22172, -0.88258, 0.46932], [-3.24187, 0.40779, -5.32896], [-4.28724, 0.88400, -4.36036], [-5.60725, 1.07305, -4.75581], [-6.57807, 1.49240, -3.85987], [-6.23706, 1.74658, -2.53977], [-4.92500, 1.58558, -2.12864], [-3.95810, 1.14853, -3.02854], [-2.61337, 0.99828, -2.60231], [-2.19345, 0.22740, -1.53979], [-3.06763, -0.72407, -1.16679], [-3.14806, -1.45177, 0.04844], [-2.04149, -1.60622, 0.87411], [-2.23350, -2.34799, 2.04414], [-3.46108, -2.90381, 2.35997], [-4.53732, -2.75269, 1.49780], [-4.39811, -2.02904, 0.32598], [-5.56170, -1.88606, -0.62115], [-1.02084, 0.41567, -0.99111], [-0.38108, 1.64456, -1.39500], [-1.14670, 2.95144, -1.13466], [-0.88001, 4.03315, -2.17726], [-0.68081, 3.59204, -3.58691], [-0.01497, 2.46336, -3.82276], [0.51368, 1.65886, -2.68329], [1.01165, 0.28341, -3.07771], [-3.69581, 0.12386, -6.27614], [-2.70285, -0.45442, -4.93203], [-2.50245, 1.18579, -5.53389], [-5.87732, 0.87194, -5.78497], [-7.59935, 1.61988, -4.19185], [-6.98647, 2.07832, -1.83397], [-4.63831, 1.79037, -1.10402], [-1.90875, 1.42115, -3.18818], [-3.89039, -0.77295, -1.74499], [-1.39567, -2.51607, 2.70498], [-3.56916, -3.48094, 3.26878], [-5.49296, -3.20850, 1.72686], [-6.41522, -2.45151, -0.25186], [-5.33138, -2.27328, -1.61902], [-5.88226, -0.84687, -0.73533], [-2.13056, 2.87584, -0.68155], [-1.56315, 4.87687, -2.10193], [-1.05267, 4.20861, -4.39502], [0.17796, 2.12465, -4.83526], [1.82352, 0.37335, -3.80318], [0.21393, -0.30976, -3.52987], [1.37238, -0.27541, -2.21496], [5.68478, 2.81304, 2.37160], [4.72634, 2.97199, 3.10266], [4.70298, 3.75721, 4.02653], [3.45426, 2.29371, 2.75558], [2.36541, 2.76371, 3.39996], [1.07056, 2.23212, 3.13069], [-0.08487, 2.69630, 3.78317], [-1.29565, 2.13962, 3.47281], [-1.34178, 1.12061, 2.51394], [-0.26708, 0.68249, 1.88547], [0.93934, 1.22386, 2.17529], [2.10603, 0.73920, 1.47327], [1.89045, -0.19043, 0.51830], [2.90581, -0.70494, -0.13246], [4.22326, -0.31118, 0.13230], [4.46653, 0.65546, 1.06670], [3.38378, 1.23832, 1.76759], [2.47974, 3.55708, 4.12391], [-0.00136, 3.48201, 4.52294], [-2.20726, 2.45920, 3.95598], [-2.27212, 0.63026, 2.25332], [2.67184, -1.47195, -0.86051], [5.03741, -0.78036, -0.40063], [5.47396, 0.97479, 1.26452], [0.61639, -2.19463, 1.77883], [1.07022, -3.38741, 0.92328], [0.45811, -4.60341, 1.37375], [2.50796, -3.40035, 0.79548], [0.21389, -2.71837, -0.85459], [2.67571, 5.89513, 0.09969], [3.50222, 5.09118, -0.89984], [4.07568, 3.84873, -0.23036], [2.69538, 4.72109, -2.15067], [1.54680, 3.86757, -1.92884], [1.54306, 2.46048, -1.80310], [0.73445, 2.18225, -0.56123], [-0.00365, 3.44663, -0.28892], [0.38776, 4.39228, -1.40938], [3.28787, 6.17908, 0.95751], [1.83210, 5.30660, 0.46478], [2.27436, 6.80482, -0.34926], [4.33248, 5.71572, -1.24924], [3.26734, 3.21889, 0.14741], [4.70509, 4.11576, 0.61970], [4.67902, 3.25256, -0.91955], [3.34100, 4.20222, -2.86407], [2.33913, 5.62582, -2.64698], [2.55358, 2.05286, -1.78148]], "mulliken_charge": [-0.896, -1.234, 0.650, -0.843, -0.720, -0.826, 0.211, -0.227, 1.153, -0.429, 0.075, 0.294, -0.072, 0.280, -1.272, -0.758, 1.339, -1.411, 0.959, -1.744, 0.090, -0.154, -0.932, -1.444, 1.962, -1.086, 0.440, 0.239, 0.212, 0.412, 0.421, 0.444, 0.426, -0.543, -0.164, 0.526, 0.418, 0.355, 0.405, 0.361, 0.247, 0.610, 0.652, 0.474, 0.626, 0.527, 0.206, -0.255, -0.599, 1.154, -0.680, -0.180, -0.698, 1.161, -0.743, -1.336, -0.258, 0.569, -0.499, 0.261, 1.209, -0.323, -1.795, -0.722, 0.514, 0.627, 0.487, 0.471, 0.582, 0.719, 0.482, 0.587, -0.443, 1.143, -0.662, -0.639, -0.405, -1.601, 0.859, -0.699, -1.625, 1.164, -1.478, 0.924, -0.863, -0.160, 0.464, 0.169, 0.402, 0.468, -0.407, 0.528, 0.253, 0.406, 0.459, 0.746]}

---

(2)
{"formula": "C39H39N2O7P2Tc", "method": "wB97M-V/def2-TZVPD", "total_charge": 1, "e_above_lowest_kcal_mol": 9.37, "s_squared": 3.782, "e_tot_ha": -2909.1049, "multiplicity": 4, "orbital_gap_ha": [0.255, 0.208], "symbols": ["Tc", "O", "C", "C", "N", "C", "C", "O", "O", "C", "C", "O", "O", "H", "H", "H", "H", "H", "H", "H", "H", "H", "C", "N", "C", "P", "C", "C", "C", "C", "C", "C", "C", "C", "C", "C", "C", "C", "C", "C", "C", "C", "C", "C", "P", "C", "C", "C", "C", "C", "C", "C", "C", "C", "C", "C", "C", "H", "H", "H", "H", "H", "H", "H", "H", "H", "H", "H", "H", "H", "H", "H", "H", "H", "H", "H", "H", "H", "H", "H", "H", "H", "H", "H", "H", "H", "O", "C", "O", "H"], "positions_angstrom": [[0.17777, -0.26658, 0.40467], [-0.95920, 1.71854, -0.61372], [-1.11304, 2.91761, 0.13030], [0.25175, 3.52493, 0.46608], [1.09012, 2.57020, 1.16671], [2.40500, 2.37005, 0.62672], [2.40420, 1.54329, -0.70351], [3.14179, 1.87838, -1.60057], [1.60698, 0.54119, -0.74738], [0.95220, 2.46486, 2.58071], [1.03098, 0.96843, 3.08489], [1.01498, 0.75750, 4.27041], [1.16724, 0.11514, 2.15760], [-0.46694, 1.91563, -1.42456], [-1.64187, 2.61954, 1.03670], [-1.71298, 3.63536, -0.44074], [0.09759, 4.42839, 1.06759], [0.75615, 3.80700, -0.46435], [3.01622, 1.80434, 1.33466], [2.91398, 3.31432, 0.39596], [-0.01965, 2.83315, 2.90697], [1.74965, 2.98339, 3.12724], [-0.02810, -2.68048, -2.11786], [0.09662, -3.85596, -1.29971], [0.18653, -3.72838, 0.12588], [1.27334, -2.36201, 0.78162], [2.91786, -2.50277, 0.04753], [3.75670, -1.41475, 0.29089], [5.03946, -1.39307, -0.21686], [5.50382, -2.46391, -0.96541], [4.67595, -3.54955, -1.19844], [3.38375, -3.58104, -0.69747], [1.45859, -2.77123, 2.53523], [0.32327, -2.92147, 3.33195], [0.45799, -3.15554, 4.68777], [1.71874, -3.21280, 5.26202], [2.84749, -3.06989, 4.47218], [2.72419, -2.84741, 3.11235], [0.50770, -5.03641, -1.91949], [0.24971, -6.26944, -1.30932], [0.64547, -7.44638, -1.91266], [1.29256, -7.42624, -3.13786], [1.54071, -6.21222, -3.75692], [1.15781, -5.02708, -3.15852], [-0.99535, -1.24180, -1.44633], [-2.67723, -1.75301, -1.00553], [-3.52346, -0.69298, -0.67403], [-4.80029, -0.94059, -0.21175], [-5.23295, -2.25049, -0.05932], [-4.39924, -3.30404, -0.39608], [-3.12043, -3.06338, -0.87514], [-1.24144, -0.38586, -3.03209], [-2.37419, -0.64706, -3.79794], [-2.55102, -0.00234, -5.00811], [-1.60246, 0.90140, -5.46024], [-0.45790, 1.13990, -4.71489], [-0.27053, 0.49271, -3.50558], [-0.48149, -2.96996, -3.07522], [0.95451, -2.21770, -2.33215], [0.56812, -4.65793, 0.55824], [-0.79945, -3.50945, 0.56501], [3.38874, -0.60131, 0.90159], [5.67255, -0.54337, -0.02489], [6.50707, -2.45353, -1.36372], [5.04117, -4.39114, -1.76463], [2.76561, -4.44891, -0.87823], [-0.65857, -2.83892, 2.88891], [-0.42085, -3.27829, 5.30394], [1.81872, -3.35788, 6.32692], [3.82897, -3.12893, 4.91853], [3.61067, -2.73061, 2.50511], [-0.28477, -6.31393, -0.37287], [0.43799, -8.39045, -1.43282], [1.59547, -8.34563, -3.61240], [2.04616, -6.18693, -4.71047], [1.39653, -4.09574, -3.64562], [-3.15773, 0.32139, -0.77416], [-5.44996, -0.11888, 0.05223], [-6.21943, -2.44484, 0.33376], [-4.74595, -4.31995, -0.27666], [-2.47929, -3.89068, -1.14371], [-3.11451, -1.34834, -3.43951], [-3.43510, -0.20495, -5.59244], [-1.75188, 1.41053, -6.39932], [0.28901, 1.83210, -5.07344], [0.63495, 0.65377, -2.93398], [-1.70276, 0.96644, 2.29481], [-1.93027, -0.22691, 2.29541], [-1.35968, -1.05992, 1.51772], [-2.67598, -0.67250, 2.98214]], "mulliken_charge": [1.398, -0.365, -0.726, -1.079, 0.611, -1.172, 0.681, -0.683, -1.097, -0.933, 0.189, -0.688, 0.171, 0.139, 0.368, 0.459, 0.470, 0.438, 0.466, 0.431, 0.401, 0.477, -2.185, 1.214, -2.107, 2.201, 0.795, -0.928, -0.775, -0.874, -0.711, -0.843, 1.048, -0.707, -0.842, -0.587, -0.885, -0.377, 0.297, -0.348, -0.991, -0.493, -0.929, -0.127, 2.236, 0.338, -0.649, -0.640, -0.675, -0.790, -0.591, 1.441, -0.800, -0.767, -0.658, -0.874, -1.226, 1.311, 0.621, 0.918, 0.224, 0.772, 0.512, 0.422, 0.489, 0.434, 0.317, 0.443, 0.414, 0.452, 0.403, 0.430, 0.418, 0.414, 0.413, 0.493, 0.480, 0.463, 0.412, 0.477, 0.500, 0.517, 0.462, 0.418, 0.504, 0.685, -0.504, -0.317, -0.451, 0.306]}